1.
C37H43ClFeN7O3SeSi | ωB97M-V/def2-TZVPD

The geometry in XYZ format:
```
94
Properties=species:S:1:pos:R:3:mulliken_spin:R:1
Fe -0.0797 -0.2590 0.1737 3.756
O -3.2132 1.5968 2.2988 0.014
C -2.1803 1.0622 1.8680 0.012
N -1.5165 1.2043 0.7364 0.045
C -1.8658 2.1012 -0.2788 0.008
C -2.9849 2.9258 -0.3033 -0.004
C -3.1969 3.7743 -1.3888 0.002
C -2.2972 3.8043 -2.4408 -0.001
C -1.1698 2.9842 -2.4312 0.002
C -0.9478 2.1233 -1.3641 0.009
N 0.1363 1.2459 -1.2170 0.030
C 1.3014 1.4123 -1.8369 0.025
O 1.6302 2.1788 -2.7485 0.016
C 2.3923 0.5189 -1.2475 -0.023
C 3.5802 0.3181 -1.9375 -0.002
C 4.5596 -0.4619 -1.3579 0.003
C 4.3377 -1.0021 -0.0978 -0.003
C 3.1223 -0.7610 0.5100 0.006
N 2.1661 -0.0191 -0.0464 0.025
C -1.5388 -0.0080 2.7590 0.004
C -2.1787 -0.4171 3.9220 -0.002
C -1.6026 -1.4172 4.6829 0.003
C -0.3949 -1.9720 4.2786 0.000
C 0.1862 -1.4950 3.1155 0.003
N -0.3728 -0.5414 2.3720 0.014
H -3.6705 2.8963 0.5296 0.001
H -4.0708 4.4139 -1.3996 0.000
H -2.4617 4.4683 -3.2805 0.000
H -0.4548 3.0066 -3.2396 0.001
H 3.6940 0.7836 -2.9050 0.000
H 5.4895 -0.6525 -1.8793 0.000
H 5.0782 -1.6141 0.3980 -0.001
H 2.8981 -1.1794 1.4827 -0.002
H -3.1139 0.0598 4.1760 0.000
H -2.0913 -1.7699 5.5830 0.000
H 0.0891 -2.7603 4.8380 -0.001
H 1.1201 -1.9007 2.7543 -0.001
C -2.9341 -4.6943 -2.3355 -0.001
C -4.1631 -4.2398 -3.1362 0.000
C -4.6987 -5.4731 -3.8747 0.000
C -3.7028 -3.2130 -4.1752 0.000
C -5.2998 -3.6610 -2.2238 0.000
O -5.5557 -4.5416 -1.1309 0.000
C -6.6283 -3.6255 -3.0033 0.000
C -7.8390 -2.9767 -2.3162 0.000
C -7.9852 -1.4809 -2.4801 0.000
C -7.9778 -0.9034 -3.7473 0.000
C -8.1156 0.4645 -3.9201 0.000
C -8.2687 1.2723 -2.8060 0.000
Cl -8.4424 2.9916 -3.0126 0.000
C -8.2878 0.7303 -1.5338 0.000
C -8.1508 -0.6417 -1.3836 0.000
C -5.0199 -2.2556 -1.6742 0.000
N -3.8094 -2.1263 -0.8882 -0.002
C -2.8047 -1.2639 -1.0278 0.015
N -1.9206 -1.4492 -0.0708 -0.015
C -2.4416 -2.4651 0.6522 0.017
N -3.5991 -2.8965 0.2040 0.003
H -2.2768 -5.2550 -3.0021 0.000
H -3.2066 -5.3604 -1.5169 0.000
H -2.3291 -3.8824 -1.9392 0.001
H -3.8734 -5.9686 -4.3862 0.000
H -5.4449 -5.2197 -4.6294 0.000
H -5.1374 -6.1855 -3.1754 0.000
H -2.9641 -3.6743 -4.8326 0.000
H -3.2109 -2.3544 -3.7191 0.000
H -4.5214 -2.8537 -4.8027 0.000
H -4.8957 -4.3648 -0.4410 0.000
H -6.8844 -4.6705 -3.1792 0.000
H -6.4783 -3.1739 -3.9865 0.000
H -7.8418 -3.2460 -1.2584 0.000
H -8.7329 -3.4362 -2.7480 0.000
H -7.8611 -1.5300 -4.6228 0.000
H -8.1025 0.9050 -4.9066 0.000
H -8.3954 1.3747 -0.6739 0.000
H -8.1540 -1.0647 -0.3860 0.000
H -5.8433 -1.9657 -1.0288 0.001
H -4.9537 -1.5257 -2.4810 -0.001
H -2.7469 -0.5274 -1.8116 -0.003
H -1.9575 -2.8900 1.5139 0.000
C 3.4261 -4.9147 -0.7863 0.003
Si 1.7050 -4.5754 -0.1016 0.009
C 0.7075 -6.1478 -0.3848 0.003
C 1.9140 -4.4593 1.7719 0.001
Se 0.7398 -2.8381 -1.0671 0.030
H 3.8296 -5.8554 -0.4026 0.000
H 4.1154 -4.1108 -0.5230 0.000
H 3.3890 -4.9692 -1.8748 0.000
H 1.1981 -7.0186 0.0570 0.000
H 0.5846 -6.3260 -1.4537 0.000
H -0.2895 -6.0548 0.0481 0.000
H 2.3534 -5.3808 2.1622 0.000
H 0.9480 -4.3135 2.2571 0.000
H 2.5703 -3.6332 2.0522 -0.001
```

The charge is -1. As for the spin multiplicity: 5. The energy above the lowest of the compared OMol25 structures with the same formula, charge and spin is 1.0 kcal per mole.

***

2.
C37H43CuN7O2S2Se | ωB97M-V/def2-TZVPD

The geometry in XYZ format:
```
93
Properties=species:S:1:pos:R:3:mulliken_spin:R:1
Cu 0.2040 -0.3825 -0.3298 0.468
S 0.2894 -1.0461 1.8063 0.271
C -1.0547 -2.1725 1.9208 -0.016
C -1.2487 -2.8871 3.1038 -0.010
C -2.3004 -3.7763 3.2391 0.001
C -3.1914 -3.9564 2.1877 0.001
C -3.0027 -3.2612 1.0045 -0.008
C -1.9270 -2.3859 0.8436 -0.030
S -1.6613 -1.5976 -0.7024 0.274
H -0.5581 -2.7336 3.9245 -0.004
H -2.4308 -4.3167 4.1686 0.000
H -4.0240 -4.6427 2.2830 0.000
H -3.6797 -3.4105 0.1711 -0.005
C -1.9966 1.4234 -7.1502 0.000
O -1.8271 0.2026 -6.4460 0.000
C -1.4447 -0.8853 -7.1439 0.001
C -1.3758 -0.9594 -8.5303 0.000
C -1.0006 -2.1473 -9.1450 0.001
C -0.6872 -3.2681 -8.3961 0.000
C -0.7295 -3.1905 -7.0111 0.000
C -1.0910 -2.0103 -6.3862 -0.001
N -1.1563 -1.9584 -4.9655 0.004
C -0.5957 -1.0931 -4.1336 -0.010
C 0.3491 -0.0959 -4.3441 -0.003
C 1.0928 0.1287 -5.5404 0.001
C 2.0799 1.0591 -5.5777 0.000
C 2.3708 1.8241 -4.4114 0.002
C 1.6959 1.6506 -3.2465 -0.003
C 0.6289 0.6907 -3.1542 0.016
O -0.0523 0.5506 -2.1079 0.016
H -2.2084 2.1729 -6.3938 0.000
H -2.8341 1.3626 -7.8488 0.000
H -1.0837 1.6918 -7.6865 0.000
H -1.6277 -0.0991 -9.1328 0.000
H -0.9590 -2.1891 -10.2255 0.000
H -0.3998 -4.1919 -8.8782 0.000
H -0.4648 -4.0440 -6.3992 0.000
H -1.7473 -2.6507 -4.5292 0.000
H -0.9265 -1.2139 -3.1064 0.009
H 0.8920 -0.4666 -6.4213 0.001
H 2.6575 1.2156 -6.4784 0.000
H 3.1598 2.5661 -4.4615 0.000
H 1.9087 2.2403 -2.3641 0.001
C -4.7301 3.8736 2.2564 0.000
C -5.3625 3.0817 1.1115 0.000
C -4.3658 2.4941 0.1116 -0.001
C -3.6354 1.2333 0.5527 -0.006
N -2.8678 1.3894 1.7829 0.015
C -1.6699 2.0140 1.8809 -0.007
Se -0.7807 2.7992 0.4770 0.002
N -1.2950 1.9733 3.1836 -0.002
C -0.0481 2.4694 3.7318 0.003
C -0.2570 3.6645 4.6569 0.001
C -0.8267 4.9000 3.9644 0.000
C 0.1622 5.5696 3.0177 0.000
C -2.2433 1.2799 3.9189 0.001
C -2.3086 0.9469 5.2624 -0.003
C -3.4377 0.2637 5.6884 0.001
C -4.4572 -0.0794 4.8002 0.000
C -4.3800 0.2353 3.4529 0.001
C -3.2501 0.9145 3.0281 -0.004
H -5.4791 4.4815 2.7667 0.000
H -3.9570 4.5455 1.8744 0.000
H -4.2701 3.2324 3.0082 0.000
H -6.0297 3.7515 0.5626 0.000
H -6.0021 2.2859 1.5096 0.000
H -3.6293 3.2532 -0.1622 0.000
H -4.8911 2.2256 -0.8097 0.000
H -2.9489 0.8863 -0.2183 -0.002
H -4.3422 0.4232 0.7395 0.000
H 0.5803 2.7251 2.8794 -0.003
H 0.4254 1.6368 4.2587 0.004
H 0.7108 3.9119 5.1062 0.000
H -0.9099 3.3688 5.4815 0.000
H -1.1388 5.6143 4.7305 0.000
H -1.7344 4.6229 3.4194 0.000
H 1.0843 5.8311 3.5456 0.000
H -0.2532 6.4890 2.6030 0.000
H 0.4098 4.9191 2.1778 0.000
H -1.5177 1.2039 5.9536 0.000
H -3.5254 -0.0151 6.7304 0.000
H -5.3186 -0.6223 5.1659 0.000
H -5.1615 -0.0578 2.7661 0.000
N 3.3289 2.1769 1.0028 -0.001
C 4.4623 1.5128 0.7187 0.000
N 5.6305 2.0722 1.0917 0.000
N 4.5257 0.3449 0.0939 0.000
C 3.3482 -0.0890 -0.3018 0.014
N 2.2729 -0.3929 -0.5942 0.005
H 3.3478 3.1210 1.3432 0.000
H 2.4372 1.8095 0.6979 0.005
H 5.6613 2.8295 1.7481 0.000
H 6.4593 1.5216 0.9538 0.000
```

As for the spin multiplicity: 2. The energy above the lowest of the compared OMol25 structures with the same formula, charge and spin is 3.1 kcal per mole.

***

3.
C37H43F2N3OPtSb | ωB97M-V/def2-TZVPD

The geometry in XYZ format:
```
88
Properties=species:S:1:pos:R:3:mulliken_spin:R:1
Pt -0.8862 -0.3667 -1.2426 1.395
F 3.8558 -2.6244 -2.0731 0.039
C 2.6336 -2.7942 -1.6470 0.179
C 1.7387 -1.7192 -1.6984 0.108
C 0.4588 -1.8782 -1.2373 0.007
C 0.0484 -3.1910 -0.7424 -0.007
C 1.0445 -4.2395 -0.6791 0.149
F 0.7292 -5.4224 -0.1737 0.004
C 2.3020 -4.0699 -1.1348 0.070
C -1.3316 -3.3728 -0.3967 0.112
C -1.8870 -4.5848 0.0567 0.125
C -3.2515 -4.6741 0.2947 -0.030
C -4.0379 -3.5651 0.0789 0.124
C -3.4222 -2.3782 -0.3527 0.024
N -2.1325 -2.2732 -0.5811 0.295
H 2.0923 -0.7663 -2.0707 -0.002
H 3.0205 -4.8789 -1.1200 -0.002
H -1.2696 -5.4506 0.2152 0.007
H -3.6849 -5.6040 0.6386 0.003
H -5.1091 -3.5936 0.2262 0.000
H -4.0258 -1.4971 -0.5276 0.033
C -1.8137 2.6265 -1.6050 0.002
N -2.3700 1.2645 -1.4097 -0.014
C -3.2163 1.3172 -0.1930 0.070
C -3.2030 0.8731 -2.5706 0.031
C -2.3390 0.5151 -3.7541 -0.025
N -1.4819 -0.6556 -3.4644 0.256
C -0.2484 -0.6305 -4.2692 -0.028
C -2.1996 -1.9261 -3.6569 -0.006
H -2.6319 3.3380 -1.7466 -0.002
H -1.1625 2.6566 -2.4714 0.000
H -1.2437 2.9143 -0.7232 -0.007
H -4.1095 1.9235 -0.3677 0.003
H -2.6466 1.7715 0.6126 -0.023
H -3.5189 0.3188 0.1078 -0.007
H -3.8803 1.6888 -2.8407 -0.001
H -3.8182 0.0216 -2.2752 -0.003
H -1.6911 1.3475 -4.0240 0.005
H -2.9746 0.3078 -4.6203 -0.002
H -0.4882 -0.4794 -5.3251 0.004
H 0.2747 -1.5774 -4.1661 0.002
H 0.3918 0.1784 -3.9296 0.001
H -2.4216 -2.0696 -4.7181 0.008
H -3.1352 -1.9244 -3.1053 0.000
H -1.5783 -2.7528 -3.3196 0.001
C 0.6992 0.5768 7.0428 0.041
C 1.8027 0.2201 6.2772 -0.004
C 1.6878 0.0961 4.9006 0.025
C 0.4527 0.3761 4.3086 0.157
C -0.6685 0.7147 5.0710 0.012
C -0.5332 0.8239 6.4428 0.000
Sb 0.3274 0.3766 2.2146 0.424
C 2.1338 -0.5019 1.6403 0.117
C 3.1274 0.1152 0.8775 0.029
C 4.3240 -0.5504 0.6597 0.004
C 4.5176 -1.8317 1.1682 0.032
C 3.5179 -2.4547 1.9046 -0.013
C 2.3161 -1.7980 2.1340 0.017
C 0.1465 2.4331 1.7768 0.129
C -1.0420 3.0459 2.1753 0.011
C -1.2183 4.4050 1.9562 0.004
C -0.2204 5.1467 1.3346 0.021
C 0.9746 4.5411 0.9658 0.001
C 1.1643 3.1804 1.1788 0.015
H 0.7962 0.6559 8.1174 0.001
H 2.7589 0.0392 6.7499 0.003
H 2.5529 -0.1783 4.3129 0.004
H -1.6350 0.8884 4.6147 -0.002
H -1.3893 1.0917 7.0475 0.001
H 2.9997 1.1035 0.4654 0.003
H 5.1140 -0.0650 0.1008 0.001
H 5.4518 -2.3468 0.9832 0.000
H 3.6769 -3.4455 2.3116 0.002
H 1.5443 -2.2875 2.7195 -0.002
H -1.8210 2.4863 2.6807 0.012
H -2.1316 4.8870 2.2802 0.001
H -0.3691 6.2024 1.1495 0.000
H 1.7695 5.1309 0.5271 0.001
H 2.1206 2.7425 0.9332 0.004
C 3.0622 2.7105 -2.3459 0.001
C 1.6403 2.3693 -2.7262 0.007
O 1.0262 1.4864 -1.7477 0.041
H 3.5108 3.3345 -3.1201 0.001
H 3.6694 1.8092 -2.2478 0.000
H 3.1014 3.2750 -1.4110 0.000
H 1.6172 1.8380 -3.6758 0.002
H 1.0379 3.2750 -2.8295 0.000
H 1.0069 1.9791 -0.9165 -0.004
```

The charge is +3. For the energy, the calculation gives -60774.396 eV. As for the spin multiplicity: 5.

***

4.
C37H43HgO2Si | ωB97M-V/def2-TZVPD

The geometry in XYZ format:
```
84
Properties=species:S:1:pos:R:3:mulliken_charge:R:1
O -0.4713 0.6098 -2.3817 -0.358
C 0.5960 -0.1983 -2.9479 -0.079
C 0.3995 0.4201 -4.3184 -0.322
H 0.3363 -1.2654 -2.8630 0.176
H 1.5758 0.0041 -2.5019 -0.095
C -0.8457 1.0946 -3.6966 1.552
H 0.2220 -0.3149 -5.1068 0.025
H 1.1860 1.1333 -4.6029 0.201
C -2.1560 0.4906 -4.1623 -1.551
H -2.0472 -0.5832 -4.3607 0.387
H -2.4882 0.9583 -5.0968 0.431
H -2.9368 0.6410 -3.4063 0.239
C -0.8790 2.6045 -3.6270 -1.507
H 0.1429 2.9925 -3.5773 0.340
H -1.4198 2.9060 -2.7183 0.135
H -1.3797 3.0338 -4.4992 0.463
Hg 0.8577 -3.0784 0.1531 -0.160
C 0.9191 1.5163 1.3796 -0.322
C 2.0446 0.7025 1.0753 0.112
C 2.4497 0.9961 -0.2570 -1.419
H 2.5175 -0.0104 1.7407 0.539
C 1.5728 1.9923 -0.7722 -0.214
C 0.6346 2.3206 0.2462 -0.712
H -0.1418 3.0709 0.1633 0.420
H 0.3621 1.5094 2.3134 0.471
H 3.2866 0.5393 -0.7779 0.449
H 1.6490 2.4687 -1.7421 0.513
C -2.2111 0.0133 1.7660 0.141
C -2.3245 1.2468 1.0667 -1.355
C -2.5343 0.9590 -0.3158 -0.057
H -2.2514 2.2428 1.4972 0.478
C -2.5642 -0.4575 -0.4675 -0.930
C -2.3487 -1.0444 0.8161 -0.719
H -2.2931 -2.1095 1.0306 0.490
H -2.0376 -0.0937 2.8356 0.561
H -2.6590 1.6873 -1.1092 0.446
H -2.7476 -1.0055 -1.3881 0.375
O 0.5570 -1.3274 -6.6508 -0.371
C 0.0580 -0.4508 -7.6998 -0.366
C 0.4640 -0.9901 -9.0816 -0.500
H 0.4852 0.5552 -7.5370 0.244
H -1.0354 -0.3675 -7.5793 0.292
C 1.4400 -2.1559 -8.7702 -0.451
H 0.9602 -0.2139 -9.6720 0.277
H -0.4168 -1.3603 -9.6165 0.226
C 1.3546 -2.3767 -7.2514 -0.558
H 2.4555 -1.8472 -9.0410 0.246
H 1.1629 -3.0514 -9.3303 0.281
H 2.3514 -2.3581 -6.7897 0.268
H 0.8771 -3.3361 -7.0071 0.277
C 0.4832 0.7694 5.9173 -0.572
C 1.6692 0.6602 5.1866 -0.728
C 1.8345 -0.3788 4.2647 -0.302
C 0.8020 -1.3022 4.0097 1.246
C -0.3776 -1.1941 4.7732 -0.670
C -0.5338 -0.1666 5.7136 -0.348
Si 1.1523 -2.7153 2.8084 -0.116
C 2.9446 -3.1378 3.1517 0.275
C 3.8636 -3.2951 2.1016 -0.531
C 5.2092 -3.5704 2.3692 -0.550
C 5.6491 -3.7029 3.6889 -0.440
C 4.7468 -3.5309 4.7436 -0.714
C 3.3996 -3.2517 4.4824 0.398
C 0.0300 -4.1159 3.2976 0.829
C 0.5958 -5.3506 3.6569 -0.647
C -0.2286 -6.4234 4.0111 -0.671
C -1.6200 -6.2676 4.0182 -0.429
C -2.1922 -5.0408 3.6608 -0.824
C -1.3706 -3.9713 3.2898 0.048
H 0.3602 1.5731 6.6449 0.345
H 2.4788 1.3778 5.3318 0.346
H 2.7942 -0.4822 3.7529 0.295
H -1.1699 -1.9314 4.6607 0.272
H -1.4580 -0.1032 6.2925 0.380
H 3.5178 -3.1880 1.0690 -0.013
H 5.9093 -3.6719 1.5400 0.371
H 6.6926 -3.9352 3.8916 0.349
H 5.0875 -3.6012 5.7776 0.350
H 2.7087 -3.1001 5.3163 0.448
H 1.6833 -5.4676 3.6464 0.320
H 0.2210 -7.3810 4.2788 0.383
H -2.2593 -7.1059 4.3021 0.341
H -3.2763 -4.9091 3.6674 0.410
H -1.8188 -3.0202 2.9833 0.139
```

The charge is -1. The energy above the lowest of the compared OMol25 structures with the same formula, charge and spin is 0.0 kcal per mole.

***

5.
C37H43NdO3Si | ωB97M-V/def2-TZVPD

The geometry in XYZ format:
```
85
Properties=species:S:1:pos:R:3:mulliken_spin:R:1
O 1.8043 5.2002 -0.4506 0.001
C 3.2515 5.4924 -0.6301 0.000
C 3.1336 6.9856 -0.5519 0.000
H 3.5939 5.1582 -1.6050 0.000
H 3.8513 5.0369 0.1668 0.000
C 1.6318 6.6612 -0.4714 0.000
H 3.4735 7.4416 -1.4742 0.000
H 3.5634 7.4032 0.3605 0.000
C 0.9382 7.1318 -1.7252 0.000
H 1.4964 6.8436 -2.6168 0.000
H 0.8643 8.2242 -1.7226 0.000
H -0.0665 6.7206 -1.7738 0.000
C 0.9368 7.1561 0.7714 0.000
H 1.4673 6.8501 1.6729 0.000
H -0.0732 6.7569 0.7895 0.000
H 0.8982 8.2505 0.7649 0.000
Nd -0.1636 0.5424 0.1441 3.026
C -0.8984 -0.5508 2.5852 -0.009
C 0.4315 -1.0142 2.4367 -0.007
C 1.3059 0.1072 2.4786 -0.003
H 0.7360 -2.0691 2.4239 0.000
C 0.5138 1.2832 2.6657 0.000
C -0.8636 0.8737 2.7296 0.003
H -1.7286 1.5113 2.9227 0.002
H -1.7811 -1.1901 2.6802 0.001
H 2.4062 0.0679 2.4747 0.000
H 0.9094 2.2866 2.8389 0.001
C -2.5578 0.2264 -0.9632 -0.008
C -2.7403 1.1122 0.1360 -0.004
C -2.0906 2.3514 -0.1753 -0.007
H -3.3295 0.8964 1.0292 0.001
C -1.5117 2.2279 -1.4780 -0.002
C -1.8036 0.9141 -1.9680 0.003
H -1.5717 0.5186 -2.9616 0.003
H -2.9897 -0.7684 -1.0704 -0.001
H -2.0974 3.2551 0.4512 0.002
H -1.0355 3.0367 -2.0513 0.002
O 3.8249 2.9554 -1.6703 0.000
C 2.9379 2.5544 -0.5118 -0.002
C 3.9413 2.2344 0.5932 0.001
H 2.4249 1.6262 -0.7838 0.003
H 2.2019 3.3132 -0.2187 0.001
C 5.1608 1.6377 -0.1527 0.000
H 3.4749 1.6544 1.4188 0.000
H 4.3016 3.1609 1.0560 0.000
C 4.7018 1.7863 -1.6173 0.001
H 5.3492 0.6100 0.2136 0.000
H 6.0454 2.2585 0.0344 0.000
H 4.0207 0.9161 -1.8301 0.000
H 5.5020 1.7587 -2.3613 0.000
O 0.1357 -1.4545 -0.7040 0.000
Si -0.1731 -3.0087 -1.0672 -0.007
C -0.7213 -3.9375 0.4755 0.000
C -1.9246 -3.5849 1.0987 0.002
C -2.2767 -4.1648 2.3230 0.001
C -1.4308 -5.1030 2.9208 0.000
C -0.2851 -5.5320 2.2500 0.000
C 0.0604 -4.9656 1.0153 0.000
C -1.5966 -3.2391 -2.2697 0.000
C -2.6314 -4.1493 -2.0077 0.000
C -3.7157 -4.2635 -2.8884 0.000
C -3.7360 -3.5304 -4.0708 0.000
C -2.6624 -2.6859 -4.3791 0.000
C -1.6061 -2.5256 -3.4744 0.000
C 1.2563 -4.0218 -1.7761 0.000
C 2.5843 -3.7253 -1.4458 0.000
C 3.6215 -4.5396 -1.9175 0.000
C 3.3409 -5.6482 -2.7254 0.000
C 2.0157 -5.9645 -3.0315 0.000
C 0.9745 -5.1467 -2.5690 0.000
H -2.6074 -2.8719 0.6199 -0.001
H -3.2088 -3.8706 2.8025 0.000
H -1.6645 -5.4970 3.9077 0.000
H 0.3565 -6.3018 2.6750 0.000
H 0.9327 -5.3308 0.4666 0.000
H -2.5980 -4.7822 -1.1202 0.000
H -4.5345 -4.9339 -2.6309 0.000
H -4.5868 -3.6096 -4.7447 0.000
H -2.6539 -2.1449 -5.3219 0.000
H -0.7757 -1.8574 -3.7249 0.000
H 2.8097 -2.8550 -0.8263 0.000
H 4.6511 -4.3023 -1.6617 0.000
H 4.1508 -6.2705 -3.1054 0.000
H 1.7775 -6.8405 -3.6360 0.000
H -0.0594 -5.3874 -2.8363 0.000
```

As for the spin multiplicity: 4. The energy above the lowest of the compared OMol25 structures with the same formula, charge and spin is 10.8 kcal per mole.